1.
{
  "formula": "C5H6N",
  "method": "the ωB97M-V functional and the def2-TZVPD basis",
  "species": ["C", "C", "C", "C", "C", "N", "H", "H", "H", "H", "H", "H"],
  "xyz": [[1.37441, 0.50655, 1.21284], [-0.84076, -1.04028, -0.11967], [-2.38065, -1.59057, -1.87603], [2.52308, 0.77248, 1.70227], [0.21870, 0.24378, 0.46722], [-1.55141, -1.07201, -1.05363], [-3.43413, -1.50416, -1.64819], [-2.16174, -2.24274, -2.66025], [2.98761, 1.78412, 1.45028], [2.92012, -0.00705, 2.27343], [-0.51424, 0.83879, 0.86833], [0.62854, 0.72657, -0.55101]],
  "forces_ev_per_angstrom": [[-0.801, -1.448, -1.016], [3.517, 0.434, 3.429], [-2.025, 0.501, 0.642], [-0.479, 2.244, -1.316], [1.855, 0.893, -3.187], [-0.663, -0.308, -1.721], [-0.087, 0.444, 0.007], [1.136, -0.672, -1.147], [-0.325, -1.551, 0.700], [1.249, -0.820, 1.174], [-2.200, 1.420, 0.844], [-1.177, -1.135, 1.589]],
  "mulliken_charge": [0.20, 0.00, -0.22, -0.54, -0.24, 0.01, 0.27, 0.31, 0.27, 0.29, 0.34, 0.32],
  "fmax_ha_per_bohr": 0.096,
  "gap_ev": [6.59, 7.65],
  "total_energy_ev": -6757.8872,
  "charge": 1,
  "homo_energy_ev": [-12.93, -13.53]
}


2.
{
  "formula": "C5H6N",
  "method": "the ωB97M-V functional and the def2-TZVPD basis",
  "species": ["C", "C", "C", "C", "C", "N", "H", "H", "H", "H", "H", "H"],
  "xyz": [[0.48431, -1.19373, -0.83083], [-0.09455, -1.86990, 0.19302], [-0.50137, -0.50468, 0.28867], [-0.32442, 0.79663, 0.88117], [-0.04970, 1.34368, -0.50376], [-0.37382, -0.06563, -1.05713], [1.55144, -1.31938, -1.23481], [-0.09388, -2.71934, 0.77255], [-1.20368, 0.98617, 1.56649], [0.50411, 0.75354, 1.57436], [-0.82112, 1.87851, -0.93276], [0.92268, 1.91412, -0.71697]],
  "forces_ev_per_angstrom": [[3.604, -1.318, -1.736], [-1.546, 3.093, -1.073], [-0.496, -1.783, -0.631], [-0.346, 0.370, 3.033], [1.775, 0.313, -0.277], [-0.112, -0.553, 0.289], [-1.653, 0.511, 0.583], [0.457, -1.612, 1.075], [0.604, 0.695, -1.210], [0.397, 0.269, 0.188], [-1.518, 1.484, -0.614], [-1.167, -1.469, 0.372]],
  "mulliken_charge": [-0.21, -0.21, 0.46, -0.40, -0.37, -0.19, 0.31, 0.45, 0.33, 0.29, 0.27, 0.28],
  "fmax_ha_per_bohr": 0.082,
  "gap_ev": 10.69,
  "total_energy_ev": -6760.1296,
  "charge": 1,
  "homo_energy_ev": -15.38
}


3.
{
  "formula": "C5H6N",
  "method": "the ωB97M-V functional and the def2-TZVPD basis",
  "species": ["C", "C", "C", "C", "C", "N", "H", "H", "H", "H", "H", "H"],
  "xyz": [[2.42426, -0.58316, -0.00509], [1.16144, -0.53293, -0.16479], [0.21101, 0.87185, -0.24485], [-1.19046, -0.95146, 0.37826], [-0.92206, 0.03104, -0.65165], [-0.12837, -1.13241, -0.51007], [3.47141, -0.67788, 0.26964], [0.39356, 1.32192, 0.80116], [0.68348, 1.62398, -1.06473], [-0.88723, -0.89587, 1.44420], [-2.02965, -1.62577, 0.14676], [-1.72789, 0.06173, -1.38910]],
  "forces_ev_per_angstrom": [[-3.287, -0.734, -0.144], [1.941, 0.410, 0.260], [2.912, 3.963, -0.739], [-1.071, -0.983, 3.410], [-2.050, 1.788, 0.531], [3.367, -3.481, -2.483], [-0.400, 0.457, -0.249], [-1.022, -0.806, -1.600], [-1.209, -1.963, 1.915], [-0.686, 0.388, -0.732], [0.513, 0.226, 0.206], [0.992, 0.734, -0.377]],
  "mulliken_charge": [-0.11, 0.06, -0.48, -0.33, 0.04, -0.12, 0.43, 0.33, 0.32, 0.25, 0.25, 0.35],
  "fmax_ha_per_bohr": 0.106,
  "gap_ev": [7.43, 7.54],
  "total_energy_ev": -6758.0849,
  "charge": 1,
  "homo_energy_ev": [-14.64, -14.67]
}


4.
{
  "formula": "C5H6N",
  "method": "the ωB97M-V functional and the def2-TZVPD basis",
  "species": ["C", "C", "C", "C", "C", "N", "H", "H", "H", "H", "H", "H"],
  "xyz": [[-2.86096, 0.58760, -0.26130], [-2.06772, -0.38178, 0.64756], [-0.82425, 0.00974, 0.30839], [0.36111, 0.36630, -0.02396], [1.49686, -0.56660, -0.31127], [-3.06598, -0.59244, -0.47508], [-3.07938, 1.62085, -0.41551], [-2.37703, -0.66098, 1.64659], [0.62457, 1.41825, -0.09030], [1.89546, -0.35887, -1.30346], [1.20423, -1.61156, -0.25276], [2.27964, -0.36634, 0.41946]],
  "forces_ev_per_angstrom": [[-0.985, -0.434, -0.503], [1.050, -0.053, 0.791], [0.460, -0.643, 0.292], [0.312, 0.373, -0.056], [0.073, -0.448, 0.004], [-0.442, 0.382, -0.551], [-0.161, 0.456, -0.017], [-0.028, 0.134, -0.020], [-0.310, 0.176, 0.057], [-0.031, 0.056, 0.001], [0.015, 0.020, 0.011], [0.048, -0.019, -0.009]],
  "mulliken_charge": [0.09, -0.09, 0.07, 0.10, -1.05, -0.24, 0.37, 0.37, 0.35, 0.33, 0.36, 0.34],
  "fmax_ha_per_bohr": 0.026,
  "gap_ev": 10.09,
  "total_energy_ev": -6760.5858,
  "charge": 1,
  "homo_energy_ev": -15.86
}


5.
{
  "formula": "C5H6N",
  "method": "the ωB97M-V functional and the def2-TZVPD basis",
  "species": ["C", "C", "C", "C", "C", "N", "H", "H", "H", "H", "H", "H"],
  "xyz": [[-2.00752, -1.32429, 0.16698], [-1.70619, -0.14705, -0.12529], [1.08871, -1.49847, -0.26384], [-0.36121, 0.60134, -0.09410], [2.12844, -0.47585, 0.24610], [0.74654, -0.28700, -0.11326], [-2.24721, -2.30682, 0.45489], [-2.59408, 0.54409, -0.06800], [-0.37764, 1.32860, -1.02240], [-0.33672, 1.06403, 0.92049], [2.27821, -0.30221, 1.39108], [2.94364, -0.01230, -0.37214]],
  "forces_ev_per_angstrom": [[1.178, 0.127, -0.417], [-0.631, 0.900, 0.835], [-0.641, -0.178, 0.457], [0.088, 1.176, -1.133], [1.162, 1.594, 2.136], [-0.247, 0.118, -0.997], [-0.462, -0.950, 0.088], [0.516, -0.458, -0.338], [0.313, -1.115, 2.151], [-0.249, 0.381, -0.985], [0.054, -0.859, -2.118], [-1.081, -0.737, 0.319]],
  "mulliken_charge": [-0.11, -0.16, -0.29, -0.17, -0.41, 0.28, 0.41, 0.38, 0.29, 0.30, 0.23, 0.25],
  "fmax_ha_per_bohr": 0.057,
  "gap_ev": [6.58, 6.58],
  "total_energy_ev": -6757.3860,
  "charge": 1,
  "homo_energy_ev": [-14.01, -14.01]
}


6.
{
  "formula": "C5H6N",
  "method": "the ωB97M-V functional and the def2-TZVPD basis",
  "species": ["C", "C", "C", "C", "C", "N", "H", "H", "H", "H", "H", "H"],
  "xyz": [[0.81296, -1.89615, -0.13559], [-0.44833, -2.02864, 0.31763], [-1.31510, -0.94100, 0.36224], [-0.78459, 0.36991, 0.13806], [1.27981, 1.52850, -0.39308], [0.46725, 0.47406, -0.05186], [-0.82191, -3.03044, 0.52740], [-2.37902, -1.07463, 0.51409], [-1.46713, 1.22008, 0.13762], [1.97959, 1.19398, -1.17115], [1.93659, 1.75384, 0.45982], [0.73990, 2.43049, -0.70519]],
  "forces_ev_per_angstrom": [[-1.444, 1.573, 0.879], [1.139, -1.310, -0.699], [-0.382, 0.832, -0.044], [-0.388, -1.466, 0.265], [2.862, 0.627, 0.051], [-1.619, -0.683, -0.280], [0.097, -0.062, -0.020], [0.161, 0.030, 0.176], [0.350, 0.220, -0.037], [-0.311, 0.290, -0.172], [-0.240, 0.226, -0.096], [-0.226, -0.278, -0.023]],
  "mulliken_charge": [-0.14, 0.00, -0.54, 0.35, -0.76, -0.08, 0.41, 0.39, 0.39, 0.31, 0.33, 0.36],
  "spin_multiplicity": 3,
  "fmax_ha_per_bohr": 0.057,
  "gap_ev": [8.43, 7.21],
  "total_energy_ev": -6757.9326,
  "charge": 1,
  "homo_energy_ev": [-14.12, -15.93]
}


ΔE to the lowest compared entry with this formula, charge and spin (computed, kcal/mol): 168.12; 116.41; 163.56; 105.89; 179.68; 68.85